Here is C25H22F12NO5Se2Te2W as an isolated structure from the Open Molecules 2025 dataset. Energies are from wB97M-V/def2-TZVPD.

## Properties
net charge	+1
lowest unoccupied orbital energy	-5.010	eV
ΔE to the lowest compared entry with this formula, charge and spin	0.0	kcal/mol
Kohn-Sham gap	0.2148	hartree
energy	-8001.03226	Ha

The geometry in XYZ format:
```
70
C25H22F12NO5Se2Te2W | the Open Molecules 2025 dataset | wB97M-V/def2-TZVPD
W 2.00 -0.41 -1.00
C -3.37 4.98 -2.75
C -2.65 3.85 -2.06
C -3.26 3.11 -1.05
C -2.57 2.11 -0.39
C -1.26 1.79 -0.73
N -0.55 0.80 0.02
C -1.17 0.02 1.04
C -1.63 0.66 2.18
C -2.27 -0.04 3.19
C -2.45 -1.42 3.08
C -3.18 -2.20 4.13
C -1.93 -2.06 1.96
C -1.28 -1.37 0.95
C -0.63 -2.08 -0.24
O 0.67 -1.60 -0.45
C -0.42 -3.60 0.00
F -1.57 -4.26 -0.03
F 0.38 -4.12 -0.94
F 0.18 -3.84 1.18
C -1.50 -1.93 -1.54
F -2.79 -2.06 -1.23
F -1.32 -0.74 -2.11
F -1.19 -2.85 -2.46
C -0.68 2.43 -1.83
C -1.37 3.49 -2.43
C 0.66 2.09 -2.49
O 1.25 0.87 -2.08
C 0.49 1.77 -4.03
F -0.05 2.74 -4.76
F -0.27 0.69 -4.17
F 1.70 1.50 -4.55
C 1.72 3.26 -2.30
F 1.42 4.02 -1.25
F 1.76 4.06 -3.37
F 2.95 2.77 -2.11
H -4.05 5.48 -2.07
H -2.67 5.72 -3.13
H -3.96 4.61 -3.59
H -4.28 3.33 -0.75
H -3.06 1.58 0.41
H -1.49 1.73 2.26
H -2.63 0.48 4.06
H -3.32 -1.61 5.04
H -4.17 -2.49 3.77
H -2.64 -3.11 4.39
H -2.06 -3.13 1.90
H -0.90 4.06 -3.22
Se 2.19 -1.94 -3.07
Te 4.06 -0.33 -3.23
Te 5.42 -0.85 -0.93
Se 3.77 0.64 0.30
C 1.72 0.38 3.39
O 1.66 -0.59 2.35
C 2.14 -1.86 2.73
C 3.32 -2.26 1.87
O 2.97 -2.38 0.48
C 3.24 -3.69 -0.04
H 1.08 0.10 4.22
H 1.38 1.33 2.97
H 2.75 0.50 3.75
H 1.33 -2.59 2.65
H 2.49 -1.86 3.77
H 3.72 -3.22 2.21
H 4.11 -1.52 1.97
H 2.65 -4.43 0.49
H 4.31 -3.91 0.06
H 2.98 -3.69 -1.10
O 1.28 2.08 0.58
C 0.84 1.04 0.18
```

Löwdin analysis output, partial charges in e:
1. W 1.1991
2. C -0.0338
3. C -0.2446
4. C -0.0079
5. C 0.0135
6. C -0.1288
7. N 0.0069
8. C -0.1652
9. C -0.0031
10. C -0.0049
11. C -0.2361
12. C -0.0315
13. C 0.0393
14. C -0.0500
15. C -0.2055
16. O -0.3153
17. C -0.5499
18. F 0.1895
19. F 0.1596
20. F 0.1612
21. C -0.5406
22. F 0.1944
23. F 0.1752
24. F 0.1658
25. C -0.0550
26. C 0.0261
27. C -0.1765
28. O -0.3945
29. C -0.5570
30. F 0.1858
31. F 0.1809
32. F 0.1114
33. C -0.5457
34. F 0.1905
35. F 0.1815
36. F 0.1075
37. H 0.0827
38. H 0.0829
39. H 0.0904
40. H 0.1245
41. H 0.1118
42. H 0.1379
43. H 0.1232
44. H 0.0811
45. H 0.0931
46. H 0.0863
47. H 0.1252
48. H 0.1275
49. Se 0.1609
50. Te 0.5167
51. Te 0.5021
52. Se 0.2860
53. C -0.0816
54. O -0.2672
55. C -0.1743
56. C -0.2095
57. O -0.4366
58. C -0.1155
59. H 0.0995
60. H 0.0799
61. H 0.0983
62. H 0.1209
63. H 0.1381
64. H 0.1385
65. H 0.0749
66. H 0.0983
67. H 0.0891
68. H 0.0218
69. O 0.0341
70. C -0.4838

Here is a 5-piece molecular cluster, C8H26O8 overall from the Open Molecules 2025 dataset. Energies are from wB97M-V/def2-TZVPD.

## Properties
lowest unoccupied orbital energy	0.375	eV
ΔE to the lowest compared entry with this formula, charge and spin	72.8	kcal/mol
Kohn-Sham gap	0.3756	hartree
SMILES string	OCCO.OCCO.OCCO.CO.CO
energy	-922.21703	Ha

The geometry in XYZ format:
```
42
C8H26O8 | the Open Molecules 2025 dataset | wB97M-V/def2-TZVPD
O -2.53 1.55 0.86
C -1.59 1.42 -0.19
C -0.17 1.40 0.32
O 0.15 0.07 0.81
H -2.56 0.71 1.34
H -1.85 0.53 -0.77
H -1.67 2.26 -0.89
H -0.03 2.14 1.10
H 0.53 1.56 -0.51
H -0.33 -0.02 1.64
O -2.22 -0.74 2.65
C -1.93 -2.15 2.53
C -2.97 -2.98 3.24
O -4.16 -3.04 2.46
H -1.92 -0.46 3.52
H -1.83 -2.38 1.48
H -0.97 -2.34 3.01
H -3.18 -2.49 4.20
H -2.61 -3.99 3.45
H -4.93 -2.97 3.03
O 2.92 -4.12 -0.25
C 3.38 -2.79 -0.47
C 3.02 -1.99 0.76
O 3.78 -2.37 1.88
H 3.10 -4.67 -1.02
H 4.46 -2.78 -0.65
H 2.88 -2.33 -1.33
H 1.93 -2.07 0.88
H 3.19 -0.93 0.57
H 3.45 -3.23 2.17
C 3.44 3.42 -1.65
O 3.92 2.58 -2.69
H 4.20 4.11 -1.29
H 2.54 3.90 -2.03
H 3.06 2.82 -0.81
H 4.32 1.80 -2.30
C -2.90 3.11 -3.98
O -3.17 4.30 -4.72
H -2.46 2.33 -4.60
H -2.16 3.37 -3.21
H -3.81 2.81 -3.47
H -2.35 4.66 -5.06
```

Löwdin analysis output, partial charges in e:
1. O -0.0634
2. C -0.2556
3. C -0.2116
4. O -0.0890
5. H 0.0435
6. H 0.1244
7. H 0.1054
8. H 0.1223
9. H 0.1085
10. H 0.0470
11. O -0.0872
12. C -0.2155
13. C -0.2415
14. O -0.0550
15. H 0.1027
16. H 0.1312
17. H 0.1242
18. H 0.1215
19. H 0.1185
20. H 0.0837
21. O -0.0666
22. C -0.2568
23. C -0.2739
24. O -0.0494
25. H 0.0837
26. H 0.1192
27. H 0.1186
28. H 0.1100
29. H 0.1171
30. H 0.0852
31. C -0.1634
32. O -0.1245
33. H 0.0744
34. H 0.0762
35. H 0.0680
36. H 0.0680
37. C -0.1597
38. O -0.1288
39. H 0.0750
40. H 0.0649
41. H 0.0787
42. H 0.0698

Here is C25H22FeN5O7 as an isolated structure from the Open Molecules 2025 dataset. Energies are from wB97M-V/def2-TZVPD.

## Properties
net charge	-1
lowest unoccupied orbital energy (spin up / spin down)	1.787 / 1.787	eV
ΔE to the lowest compared entry with this formula, charge and spin	5.0	kcal/mol
Kohn-Sham gap (spin up / spin down)	0.2046 / 0.2052	hartree
energy	-3030.14875	Ha

The geometry in XYZ format:
```
60
C25H22FeN5O7 | the Open Molecules 2025 dataset | wB97M-V/def2-TZVPD
Fe 0.04 -0.19 -0.76
C 0.96 -0.14 -4.88
C 1.16 -0.22 -3.38
O 0.08 -0.37 -2.72
C 2.45 -0.13 -2.89
C 2.83 -0.14 -1.51
C 4.28 0.07 -1.16
N 1.95 -0.29 -0.56
N 2.41 -0.20 0.75
C 1.39 -0.13 1.56
O 0.15 -0.16 1.22
C 1.69 -0.03 3.02
C 0.68 0.35 3.90
C 0.94 0.45 5.26
C 2.20 0.17 5.76
C 3.21 -0.21 4.89
C 2.96 -0.31 3.53
H 0.66 0.88 -5.15
H 0.14 -0.80 -5.18
H 1.86 -0.39 -5.44
H 3.25 -0.01 -3.61
H 4.88 0.13 -2.07
H 4.64 -0.75 -0.54
H 4.39 0.98 -0.58
H -0.30 0.56 3.50
H 0.14 0.75 5.94
H 2.40 0.25 6.82
H 4.20 -0.44 5.27
H 3.74 -0.60 2.83
N 1.58 -5.06 1.09
C 0.36 -5.40 0.61
O -0.04 -6.55 0.62
C -0.47 -4.29 0.03
C -1.77 -4.57 -0.37
C -2.55 -3.54 -0.87
C -2.00 -2.27 -0.97
N -0.75 -2.01 -0.61
C 0.00 -3.00 -0.12
H 2.07 -5.78 1.60
H 1.80 -4.10 1.32
H -2.15 -5.58 -0.26
H -3.57 -3.71 -1.19
H -2.56 -1.43 -1.35
H 1.00 -2.69 0.14
O -0.03 2.04 -0.89
C -1.27 1.87 -0.87
O -1.82 0.74 -0.84
C -2.16 3.09 -0.88
C -1.60 4.36 -0.98
C -2.41 5.49 -0.99
C -3.78 5.37 -0.89
C -4.32 4.09 -0.78
C -3.54 2.95 -0.77
N -5.78 3.96 -0.68
O -6.24 2.84 -0.53
O -6.45 4.98 -0.70
H -0.53 4.43 -1.05
H -1.96 6.47 -1.07
H -4.44 6.23 -0.89
H -3.98 1.96 -0.69
```

Löwdin analysis output, partial charges in e:
1. Fe 0.5475
2. C -0.0400
3. C -0.4626
4. O -0.0931
5. C -0.0409
6. C -0.3249
7. C -0.0519
8. N -0.0553
9. N 0.0816
10. C -0.4698
11. O -0.0897
12. C -0.1411
13. C -0.0279
14. C -0.0978
15. C -0.1177
16. C -0.1046
17. C -0.0442
18. H 0.0776
19. H 0.0721
20. H 0.0642
21. H 0.0794
22. H 0.0614
23. H 0.0684
24. H 0.0757
25. H 0.1115
26. H 0.0937
27. H 0.0895
28. H 0.0915
29. H 0.0993
30. N 0.1716
31. C -0.4979
32. O 0.0433
33. C -0.1093
34. C -0.0015
35. C -0.0332
36. C -0.0659
37. N 0.0246
38. C -0.0263
39. H 0.1077
40. H 0.0911
41. H 0.1174
42. H 0.1043
43. H 0.1161
44. H 0.1150
45. O 0.0203
46. C -0.5868
47. O -0.0341
48. C -0.0929
49. C 0.0012
50. C -0.0615
51. C -0.0136
52. C -0.1403
53. C 0.0694
54. N -0.3547
55. O 0.0714
56. O 0.0512
57. H 0.1202
58. H 0.1022
59. H 0.1111
60. H 0.1280

Here is a 9-piece molecular cluster, C24H37Br3Cl6O10 overall from the Open Molecules 2025 dataset. Energies are from wB97M-V/def2-TZVPD.

## Properties
net charge	-1
multiplicity	2
lowest unoccupied orbital energy (spin up / spin down)	2.050 / 2.047	eV
Kohn-Sham gap (spin up / spin down)	0.1203 / 0.2902	hartree
energy	-12172.26725	Ha

The geometry in XYZ format:
```
80
C24H37Br3Cl6O10 | the Open Molecules 2025 dataset | wB97M-V/def2-TZVPD
O 0.39 -4.27 -2.45
C -0.82 -4.22 -2.24
O -1.50 -3.14 -2.73
C -2.86 -3.11 -2.27
C -2.89 -4.22 -1.26
C -1.69 -5.15 -1.35
H -3.50 -3.37 -3.11
H -3.10 -2.15 -1.82
H -3.79 -4.80 -1.42
H -2.86 -3.73 -0.28
H -1.79 -6.07 -1.92
H -1.29 -5.36 -0.35
O 1.82 0.31 -2.81
C 2.87 0.07 -2.33
O 3.96 0.88 -2.45
C 5.12 0.44 -1.80
C 4.49 -0.46 -0.79
C 3.22 -1.06 -1.46
H 5.84 1.10 -1.32
H 5.66 -0.19 -2.51
H 4.31 -0.03 0.20
H 5.22 -1.26 -0.68
H 2.41 -1.41 -0.81
H 3.45 -1.90 -2.12
O -1.75 0.37 4.10
C -1.45 1.49 3.62
O -1.18 2.55 4.42
C -0.77 3.72 3.80
C -0.47 3.26 2.38
C -1.03 1.88 2.22
H 0.13 4.18 4.20
H -1.65 4.36 3.69
H 0.62 3.23 2.34
H -0.78 3.98 1.61
H -0.36 1.17 1.73
H -1.92 2.02 1.60
O 2.14 1.10 1.61
C 2.51 2.04 0.83
O 1.76 2.40 -0.17
C 2.24 3.45 -0.99
C 3.58 3.71 -0.45
C 3.75 2.94 0.84
H 1.61 4.34 -0.88
H 2.22 3.15 -2.04
H 3.68 4.79 -0.45
H 4.35 3.34 -1.12
H 3.70 3.57 1.73
H 4.67 2.37 0.94
O -3.55 -2.72 6.61
C -2.78 -2.80 5.68
O -1.53 -2.41 5.83
C -0.71 -2.79 4.76
C -1.60 -3.50 3.82
C -3.00 -3.52 4.31
H 0.25 -3.28 4.92
H -0.39 -1.85 4.32
H -1.15 -4.49 3.71
H -1.42 -3.03 2.85
H -3.30 -4.55 4.50
H -3.65 -3.00 3.60
C -4.94 2.66 -0.51
Cl -5.66 2.55 1.10
Cl -3.68 3.94 -0.54
H -4.53 1.67 -0.70
H -5.67 2.96 -1.26
C -0.57 -0.28 -0.85
Cl -0.94 -1.55 0.36
Cl -2.02 0.67 -1.32
H 0.16 0.44 -0.50
H -0.17 -0.75 -1.75
C 1.23 -1.79 -5.31
Cl 0.11 -2.88 -6.09
Cl 3.04 -2.00 -5.71
H 1.05 -0.76 -5.63
H 1.05 -1.82 -4.23
C -0.75 3.63 -3.39
Br -0.23 5.48 -2.87
Br 0.60 2.72 -4.49
Br -2.53 3.61 -4.26
H -1.00 3.14 -2.44
```

Löwdin analysis output, partial charges in e:
1. O 0.0694
2. C -0.4410
3. O -0.0208
4. C -0.1596
5. C -0.1940
6. C -0.0524
7. H 0.1251
8. H 0.0975
9. H 0.1135
10. H 0.0888
11. H 0.1213
12. H 0.1209
13. O 0.0770
14. C -0.5209
15. O 0.0153
16. C -0.1778
17. C -0.1486
18. C -0.0308
19. H 0.1283
20. H 0.1272
21. H 0.1028
22. H 0.1101
23. H 0.1276
24. H 0.1319
25. O 0.0661
26. C -0.3716
27. O 0.0245
28. C -0.1757
29. C -0.1531
30. C -0.0768
31. H 0.1294
32. H 0.1271
33. H 0.0923
34. H 0.1189
35. H 0.0916
36. H 0.1081
37. O 0.0170
38. C -0.4498
39. O 0.0313
40. C -0.1684
41. C -0.1641
42. C -0.0506
43. H 0.0846
44. H 0.0924
45. H 0.1254
46. H 0.1093
47. H 0.1240
48. H 0.1153
49. O 0.0949
50. C -0.4613
51. O 0.0564
52. C -0.1863
53. C -0.2058
54. C -0.0446
55. H 0.1291
56. H 0.1099
57. H 0.1142
58. H 0.0814
59. H 0.1217
60. H 0.1266
61. C -1.0195
62. Cl 0.4925
63. Cl 0.4719
64. H -0.0215
65. H 0.0293
66. C -0.9372
67. Cl 0.5682
68. Cl 0.5662
69. H 0.0047
70. H 0.0131
71. C -0.9634
72. Cl 0.5310
73. Cl 0.4137
74. H 0.0145
75. H 0.0053
76. C -1.6040
77. Br 0.2820
78. Br 0.3981
79. Br 0.2727
80. H -0.1118

Here is a 2-piece molecular cluster, C4H7NO overall from the Open Molecules 2025 dataset. Energies are from wB97M-V/def2-TZVPD.

## Properties
lowest unoccupied orbital energy	0.728	eV
ΔE to the lowest compared entry with this formula, charge and spin	41.1	kcal/mol
Kohn-Sham gap	0.3154	hartree
SMILES string	c1cc[nH]c1.O
energy	-286.56618	Ha

The geometry in XYZ format:
```
13
C4H7NO | the Open Molecules 2025 dataset | wB97M-V/def2-TZVPD
C -0.50 -1.63 -1.20
C 0.49 -0.96 -0.54
C -0.14 0.12 0.22
N -1.48 -0.10 0.11
C -1.70 -1.13 -0.70
H -0.37 -2.53 -1.77
H 1.54 -1.00 -1.00
H 0.16 0.96 0.72
H -2.19 0.34 0.72
H -2.69 -1.57 -0.89
O 2.29 2.09 1.47
H 2.98 2.78 1.74
H 1.62 2.62 1.11
```

Löwdin analysis output, partial charges in e:
1. C -0.1419
2. C -0.1055
3. C -0.1015
4. N -0.0156
5. C -0.1786
6. H 0.0877
7. H 0.1189
8. H 0.0519
9. H 0.1740
10. H 0.1125
11. O -0.0758
12. H 0.0802
13. H -0.0063

Here is one molecule with the formula C4H8N3P3 from the Open Molecules 2025 dataset. Energies are from wB97M-V/def2-TZVPD.

## Properties
lowest unoccupied orbital energy	0.153	eV
ΔE to the lowest compared entry with this formula, charge and spin	4.4	kcal/mol
Kohn-Sham gap	0.2974	hartree
SMILES string	NC(=N/C#[PH2])/N=C(/P)C#[PH2]
energy	-1345.36663	Ha

The geometry in XYZ format:
```
18
C4H8N3P3 | the Open Molecules 2025 dataset | wB97M-V/def2-TZVPD
N -0.42 -3.05 -0.59
C -0.31 -1.71 -0.37
N -0.31 -1.00 -1.58
C -0.05 0.25 -1.54
P -0.14 1.49 -2.80
N -0.01 -1.33 0.80
C 0.00 -0.09 1.26
P -0.10 0.43 3.07
C 0.19 0.97 0.48
P 0.58 2.68 0.74
H -0.57 -3.72 0.18
H -0.89 -3.44 -1.41
H -0.12 0.47 -3.69
H 1.27 1.64 -2.81
H 1.12 1.15 3.10
H 0.48 -0.75 3.85
H -0.43 3.08 1.63
H -0.29 2.93 -0.32
```

Löwdin analysis output, partial charges in e:
1. N 0.1159
2. C -0.4964
3. N 0.0650
4. C -0.4478
5. P 0.8191
6. N 0.0746
7. C -0.6994
8. P 0.7762
9. C -0.4917
10. P 0.7424
11. H 0.1134
12. H 0.1018
13. H -0.1240
14. H -0.0770
15. H -0.1318
16. H -0.0787
17. H -0.1147
18. H -0.1467

Which of these has the lowest energy? C24H37Br3Cl6O10